No. 1
Entry from the OMol25 dataset: 5 unconnected molecules or ions with the total composition C38H66BClN3O15 at a distorted geometry (ωB97M-V/def2-TZVPD).

E_LUMO = -2.41 eV
HOMO = -11.848 eV
Electronic energy = -88856.755 eV

The geometry in ORCA input format:
```
! RIJCOSX wB97M-V def2-TZVPD def2/J DEFGRID3
* xyz 1 1
C 1.6724 5.2832 -1.0390
C 1.8035 4.9497 -2.5263
C 3.1624 4.4050 -2.9591
C 3.9044 3.5685 -1.9300
C 5.0202 2.7455 -2.5785
C 4.7726 1.2376 -2.7900
C 3.3292 0.7657 -2.8793
C 3.2832 -0.7094 -3.2468
C 1.8927 -1.2499 -3.5509
C 0.9966 -1.4663 -2.3251
C 1.1036 -2.8868 -1.7541
C 1.7370 -2.9748 -0.3498
C 0.8846 -3.7616 0.6872
C 0.4099 -2.9279 1.8292
C 1.1202 -2.1957 2.7348
C 2.6142 -2.1564 2.7960
C 3.3027 -1.2086 3.7453
O 3.2802 -1.6428 5.1138
C 4.2836 -2.5005 5.4601
O 5.2141 -2.1626 6.0926
N 0.1928 -1.5794 3.5560
C 0.3690 -0.6468 4.6901
C 0.0651 0.7894 4.2942
C 1.2636 1.6343 3.9667
Cl 1.7324 1.3901 2.2578
C -1.0160 -1.9638 3.1703
N -0.9117 -2.8062 2.1522
B -2.1016 -3.5505 1.5592
N -2.6479 -4.6294 2.3511
O -2.6505 -3.2347 0.3820
H 1.2704 4.4507 -0.4824
H 1.0021 6.1251 -0.9113
H 2.6178 5.5776 -0.6058
H 1.5415 5.8265 -3.1020
H 1.0609 4.1952 -2.7663
H 3.0316 3.8210 -3.8652
H 3.7887 5.2453 -3.2323
H 3.2343 2.9794 -1.3255
H 4.3799 4.2648 -1.2607
H 5.2938 3.2322 -3.5050
H 5.8897 2.8321 -1.9388
H 5.3106 0.6721 -2.0385
H 5.2402 0.9833 -3.7359
H 2.8888 0.8733 -1.8934
H 2.7790 1.3471 -3.6078
H 3.7976 -1.3108 -2.5026
H 3.8694 -0.8123 -4.1559
H 1.4104 -0.5441 -4.2158
H 1.9770 -2.1855 -4.0877
H -0.0242 -1.2965 -2.6340
H 1.2089 -0.7056 -1.5806
H 0.1423 -3.3809 -1.7383
H 1.7474 -3.4470 -2.4186
H 1.8462 -1.9600 -0.0021
H 2.7189 -3.4263 -0.3895
H 1.4699 -4.5567 1.1317
H 0.0162 -4.1886 0.2049
H 2.9868 -1.9418 1.8067
H 2.9476 -3.1652 3.0117
H 2.8962 -0.2180 3.7124
H 4.3374 -1.1210 3.4370
H 4.1089 -3.5276 5.1442
H 1.3291 -0.7767 5.1560
H -0.3653 -0.9435 5.4239
H -0.6255 0.8042 3.4661
H -0.4532 1.2625 5.1211
H 2.1198 1.4074 4.5853
H 1.0580 2.6878 4.0642
H -1.9330 -1.6701 3.6338
H -2.3642 -4.5782 3.3203
H -2.3618 -5.5524 2.0446
H -3.2530 -3.9982 0.2780
C -4.6269 -2.6584 -3.6187
C -4.5916 -2.6284 -5.1263
C -5.6797 -3.4381 -5.8049
O -5.0473 -3.8348 -7.0315
C -3.7130 -3.8588 -6.8264
O -2.9138 -4.3178 -7.5700
O -3.4125 -3.2797 -5.6363
H -5.6161 -2.3828 -3.2606
H -4.3822 -3.6517 -3.2618
H -3.8967 -1.9663 -3.1936
H -4.5896 -1.5998 -5.4995
H -6.5789 -2.8668 -6.0165
H -5.9413 -4.3340 -5.2381
C 5.0686 6.4667 3.6439
C 5.5689 5.8398 2.3669
C 6.9567 6.2716 1.9361
O 6.8799 6.1567 0.5096
C 5.5889 6.3039 0.1430
O 5.2144 6.4458 -0.9721
O 4.7821 6.2616 1.2344
H 5.7904 6.3217 4.4472
H 4.9013 7.5336 3.5011
H 4.1209 6.0250 3.9512
H 5.5080 4.7485 2.4221
H 7.7490 5.6360 2.3208
H 7.1658 7.3119 2.1944
C -7.8870 -2.7001 2.0733
C -7.2103 -3.8661 1.4015
C -5.7162 -3.9559 1.6206
O -5.2578 -4.5738 0.4017
C -6.1616 -4.2801 -0.5782
O -6.0149 -4.4912 -1.7365
O -7.2699 -3.7487 -0.0392
H -7.6463 -2.6839 3.1359
H -7.5640 -1.7637 1.6191
H -8.9682 -2.7667 1.9663
H -7.6971 -4.8050 1.6745
H -5.4447 -4.5629 2.4788
H -5.2372 -2.9788 1.7006
C -3.3541 3.2188 -0.3699
C -3.7328 1.7635 -0.4438
C -5.2166 1.5110 -0.6010
O -5.3775 0.2432 0.0532
C -4.4028 0.1089 0.9620
O -4.3990 -0.7490 1.7910
O -3.4646 1.0664 0.8096
H -3.7649 3.7575 -1.2229
H -3.7317 3.6633 0.5513
H -2.2764 3.3457 -0.3793
H -3.1674 1.2516 -1.2268
H -5.5391 1.4437 -1.6354
H -5.8228 2.2515 -0.0763
*
```

No. 2
Entry from the OMol25 dataset: 8 unconnected molecules or ions with the total composition C38H68B2F8N8O4 at a distorted geometry (ωB97M-V/def2-TZVPD).

E_LUMO = -12.26 eV
HOMO = -16.271 eV
Electronic energy = -83660.210 eV

The geometry in ORCA input format:
```
! RIJCOSX wB97M-V def2-TZVPD def2/J DEFGRID3
* xyz 6 1
C 0.8394 -4.9165 1.9170
C 0.1480 -6.1820 2.3925
O -0.7742 -6.6569 1.7661
N 0.7167 -6.8284 3.6574
H 1.0351 -7.7729 3.4940
H 1.6055 -6.3986 3.8707
C -0.2601 -6.8770 4.8641
H 1.0677 -4.1909 2.6977
H 0.1353 -4.3518 1.3059
H 1.7518 -5.1740 1.3791
H -0.6559 -5.9201 5.2046
H 0.2524 -7.2917 5.7321
H -1.0542 -7.6148 4.7495
C -4.9405 6.0431 -0.5959
C -5.8656 4.8763 -0.6826
O -6.2494 4.1653 0.2888
N -6.2320 4.4208 -2.0830
H -7.2316 4.4909 -2.2095
H -5.8096 5.0172 -2.7802
C -5.7991 2.9196 -2.3680
H -4.1718 5.7817 0.1314
H -5.5335 6.8744 -0.2146
H -4.4175 6.3299 -1.5082
H -5.8129 2.8650 -3.4565
H -6.1964 2.0812 -1.7959
H -4.7105 2.9282 -2.3132
C -1.4450 3.2176 6.8768
N -0.9644 2.0375 7.6130
C -0.2626 1.1403 6.9288
C 0.2458 -0.0137 7.5620
C 0.0502 -0.1628 8.9857
C -0.6392 0.8960 9.6641
C -1.1950 1.9789 8.8963
C 0.6102 -1.3790 9.6933
C -0.0038 -1.9189 10.7982
C 0.5596 -3.0440 11.4608
N 1.6074 -3.6715 10.9015
C 2.2416 -3.1618 9.8347
C 1.7998 -1.9479 9.2337
C 2.0519 -5.0054 11.3875
H -0.5055 3.7368 6.6877
H -2.1974 3.7656 7.4439
H -1.7721 2.8714 5.8964
H -0.1297 1.3932 5.8872
H 0.7106 -0.8362 7.0388
H -0.8080 0.7729 10.7237
H -1.7046 2.7936 9.3892
H -0.9709 -1.5532 11.1102
H 0.2883 -3.4699 12.4155
H 3.1125 -3.6097 9.3795
H 2.2688 -1.5210 8.3596
H 2.8311 -4.8738 12.1383
H 2.4096 -5.5022 10.4857
H 1.2645 -5.6872 11.7092
C 6.3270 3.1050 -14.7329
N 5.4156 2.9885 -13.6037
C 4.6465 1.8805 -13.4123
C 3.7429 1.7352 -12.3809
C 3.7071 2.7016 -11.3670
C 4.4824 3.8979 -11.5722
C 5.2418 3.9925 -12.7280
C 3.0672 2.4788 -10.0605
C 3.2600 1.2352 -9.4450
C 2.6895 0.9995 -8.2377
N 1.9077 2.0142 -7.6510
C 1.6841 3.1977 -8.2958
C 2.2195 3.3931 -9.5525
C 1.4386 1.8398 -6.2806
H 5.7878 2.8434 -15.6434
H 7.2090 2.4662 -14.6881
H 6.5995 4.1603 -14.7487
H 4.8403 1.0947 -14.1273
H 3.2312 0.7891 -12.2840
H 4.5413 4.7023 -10.8539
H 5.9402 4.7916 -12.9282
H 4.0490 0.5863 -9.7957
H 2.9417 0.1791 -7.5822
H 1.0868 3.9645 -7.8251
H 2.0275 4.2998 -10.1069
H 1.1408 2.8051 -5.8713
H 2.2802 1.4660 -5.6974
H 0.6597 1.0806 -6.2097
C -7.1500 -2.7863 1.5460
C -6.1021 -3.9618 1.6803
C -6.8542 -5.2722 2.1104
O -5.8051 -6.2899 2.1605
C -6.1315 -7.4686 2.8088
N -5.2759 -4.2235 0.3402
H -5.8786 -4.2806 -0.4682
H -4.6045 -3.4867 0.1772
H -4.7713 -5.0982 0.3205
H -8.0378 -3.1829 1.0533
H -6.6269 -1.9770 1.0367
H -7.4243 -2.4703 2.5524
H -5.3358 -3.8061 2.4397
H -7.6021 -5.6921 1.4377
H -7.3109 -5.1301 3.0899
H -5.2080 -8.0450 2.8623
H -6.9020 -8.0783 2.3368
H -6.4297 -7.2232 3.8281
C 3.3863 5.3874 0.3545
C 4.5352 4.3987 0.1577
C 5.7977 4.7395 0.9393
O 6.6655 3.6416 1.0190
C 7.4819 3.4492 -0.1798
N 3.9817 3.0393 0.6150
H 4.2853 2.1921 0.1565
H 4.2938 2.9712 1.5731
H 2.9876 2.9640 0.7770
H 3.6836 6.3438 -0.0756
H 3.1955 5.5884 1.4087
H 2.4549 5.1310 -0.1504
H 4.8080 4.1767 -0.8740
H 5.5687 4.9128 1.9908
H 6.2074 5.6968 0.6170
H 7.9443 4.3994 -0.4471
H 6.8900 3.0995 -1.0256
H 8.2888 2.7227 -0.0845
B -1.9100 1.1045 0.6846
F -1.5445 2.3308 0.1050
F -0.8019 0.4994 1.1588
F -2.7574 1.3530 1.6787
F -2.4296 0.3237 -0.3324
B -2.5972 -3.6926 -5.1222
F -1.5656 -3.2407 -5.9838
F -2.0994 -4.4131 -4.1016
F -3.3053 -2.6548 -4.6606
F -3.4505 -4.5436 -5.7732
*
```

No. 3
Entry from the OMol25 dataset: 5 unconnected molecules or ions with the total composition C38H68BClO11P at a distorted geometry (ωB97M-V/def2-TZVPD).

E_LUMO = 2.21 eV
HOMO = -4.177 eV
Electronic energy = -85502.619 eV

The geometry in ORCA input format:
```
! RIJCOSX wB97M-V def2-TZVPD def2/J DEFGRID3
* xyz -1 1
C 7.9769 0.3252 -0.5029
C 6.4588 -0.3693 -0.5976
O 5.6725 0.5614 -1.4614
C 4.4317 -0.1459 -1.8136
O 3.9277 -0.9888 -0.8729
C 3.6196 -0.0583 -3.2338
C 2.6692 1.2626 -3.4187
C 3.0317 2.5317 -2.4503
C 2.3345 2.5080 -0.9676
O 1.8845 1.2108 -0.3889
P 1.4788 1.7137 1.2663
Cl 1.9470 -0.3254 1.8288
B -0.3311 1.0570 1.2703
O -0.8414 0.0548 0.3158
C -1.4038 1.6257 2.4279
C -2.5967 2.5119 1.7310
O 1.0954 3.4096 0.9413
C 1.2707 3.6728 -0.5263
C 1.8465 5.2275 -0.4963
C 2.7883 5.3860 0.8482
O 2.6716 6.5439 1.5291
C -0.2323 3.7306 -1.1624
C -0.5686 2.5827 -2.2902
C -0.0833 3.2440 -3.7482
O -2.0363 2.3613 -2.2288
C -2.4708 1.2918 -3.1349
C -2.1575 -0.2343 -2.6261
C -3.1233 -1.1302 -1.6177
C -2.6262 -2.6721 -1.2335
C -1.2493 -3.3777 -1.7790
C -0.3135 -2.5049 -2.8109
C -0.7945 -0.9803 -3.1849
H 7.8295 1.2693 0.2115
H 8.6673 -0.5007 -0.0372
H 8.2605 0.6233 -1.6006
H 6.4957 -1.4684 -1.0120
H 6.0342 -0.3124 0.5142
H 2.9002 -1.0087 -3.3022
H 4.3696 -0.1872 -4.1505
H 1.5570 0.9008 -3.3777
H 2.8433 1.6402 -4.5382
H 4.2132 2.5921 -2.2887
H 2.7496 3.5875 -2.9313
H 3.2679 2.7669 -0.2688
H 1.1984 1.9662 2.6867
H 2.8570 1.9371 1.7028
H -1.7965 -0.1140 0.6168
H -0.8837 2.2668 3.2575
H -1.9102 0.6600 2.9040
H -2.2207 3.6222 1.5528
H -3.5606 2.5485 2.3940
H -2.8535 2.0685 0.6589
H 0.9191 5.9299 -0.3665
H 2.4372 5.4535 -1.4841
H 3.5774 4.5957 1.2231
H -1.0457 3.6784 -0.2995
H -0.3806 4.7767 -1.6884
H -0.0721 1.5439 -2.0815
H 0.1598 2.4064 -4.5286
H -1.0530 3.8161 -4.1454
H 0.7407 4.0652 -3.6265
H -2.0876 1.3760 -4.2369
H -3.6600 1.3777 -3.2012
H -4.1134 -0.6472 -1.1898
H -3.3030 -3.3288 -0.5051
H -0.8817 -4.4578 -1.5034
H 0.6915 -2.8849 -3.2833
H -0.1273 -0.3687 -3.9275
C 2.0444 6.2252 4.9527
C 3.2907 5.5052 5.3988
C 2.7267 4.2297 5.9859
O 1.5210 3.9378 5.2661
C 1.1723 5.0838 4.4773
H 2.2236 6.9757 4.1787
H 1.5754 6.7217 5.8105
H 3.9155 5.2716 4.5286
H 3.8950 6.0721 6.1114
H 2.4628 4.3604 7.0407
H 3.4192 3.3872 5.9012
H 1.3740 4.8410 3.4283
H 0.1054 5.2965 4.5874
C 0.9732 -1.1458 5.7134
C 0.8892 -1.8563 7.0397
C 0.1497 -3.1246 6.6734
O 0.4944 -3.4298 5.3150
C 1.1670 -2.2960 4.7497
H 1.7760 -0.4060 5.6611
H 0.0242 -0.6382 5.5036
H 1.8977 -2.1008 7.3937
H 0.3846 -1.2777 7.8175
H -0.9348 -2.9794 6.7184
H 0.4162 -3.9665 7.3189
H 2.2269 -2.5533 4.6475
H 0.7618 -2.0844 3.7564
C -2.9962 -8.3516 0.0286
C -2.5826 -9.0242 -1.2549
C -2.3832 -7.8442 -2.1810
O -1.9620 -6.7419 -1.3657
C -2.1565 -7.0930 0.0113
H -2.8292 -8.9632 0.9189
H -4.0605 -8.0915 -0.0149
H -1.6313 -9.5492 -1.1086
H -3.3154 -9.7426 -1.6310
H -3.3210 -7.5594 -2.6695
H -1.6329 -8.0391 -2.9527
H -1.1699 -7.2685 0.4538
H -2.6333 -6.2629 0.5398
C -6.9940 -1.8709 -5.6566
C -7.1250 -2.8718 -4.5378
C -5.7088 -2.9439 -4.0097
O -5.1161 -1.6567 -4.2311
C -5.9751 -0.9023 -5.0973
H -7.9366 -1.3887 -5.9276
H -6.5908 -2.3632 -6.5496
H -7.7929 -2.4767 -3.7632
H -7.5105 -3.8427 -4.8590
H -5.1168 -3.6834 -4.5593
H -5.6706 -3.1885 -2.9443
H -6.4566 -0.1242 -4.4950
H -5.3803 -0.4209 -5.8785
*
```